[1]
Density functional theory data (the ωB97M-V functional and the def2-TZVPD basis) for a cluster of 6 separate species, C24H36O23S in total.

Geometry as XYZ:
```
84
Properties=species:S:1:pos:R:3:lowdin_charge:R:1
C 1.406 -0.634 5.056 -0.135
O -0.003 -1.025 5.233 -0.229
C -0.761 -0.899 3.963 -0.188
C 0.035 -1.571 2.683 -0.173
C -0.919 -1.762 1.338 -0.077
C -0.200 -2.683 0.160 -0.363
O -0.695 -2.460 -1.233 -0.036
O -0.791 -4.035 0.431 -0.183
S 0.399 -5.139 -0.180 0.924
O 0.437 -5.397 -1.716 -0.314
O 0.484 -6.397 0.751 -0.320
O 1.776 -4.110 0.052 -0.253
C 1.435 -2.659 0.042 -0.187
C 2.161 -2.131 -1.329 -0.112
C 2.250 -0.501 -1.486 -0.079
C 0.928 0.320 -0.965 -0.252
O 0.780 0.833 0.269 -0.055
O -0.233 0.485 -1.894 -0.027
H 1.906 -0.307 6.077 0.100
H 2.070 -1.491 4.612 0.099
H 1.519 0.306 4.330 0.119
H -1.804 -1.468 4.028 0.140
H -1.015 0.239 3.721 0.126
H 0.532 -2.620 2.961 0.145
H 0.951 -0.899 2.316 0.103
H -1.931 -2.317 1.623 0.142
H -1.235 -0.697 0.912 0.129
H -1.464 -1.807 -1.215 0.094
H 2.089 -2.242 0.918 0.168
H 1.712 -2.655 -2.301 0.148
H 3.289 -2.519 -1.277 0.145
H 3.213 -0.084 -0.966 0.133
H 2.352 -0.273 -2.652 0.139
H -0.972 0.990 -1.404 0.132
C -3.756 -1.763 -4.529 -0.136
C -5.175 -1.701 -4.066 -0.126
O -5.054 -1.488 -2.672 0.072
C -3.832 -0.917 -2.463 -0.509
O -3.465 -0.444 -1.400 0.114
O -3.074 -0.943 -3.599 0.066
H -3.633 -1.381 -5.546 0.121
H -3.342 -2.776 -4.477 0.140
H -5.722 -0.861 -4.506 0.137
H -5.720 -2.627 -4.270 0.143
C -1.323 2.860 5.515 -0.136
C -1.620 2.639 6.962 -0.131
O -0.582 1.773 7.379 0.071
C 0.458 1.954 6.513 -0.518
O 1.576 1.493 6.673 0.074
O 0.083 2.719 5.446 0.065
H -1.630 3.853 5.174 0.139
H -1.786 2.104 4.872 0.122
H -1.566 3.563 7.547 0.137
H -2.598 2.176 7.120 0.141
C -1.310 -0.526 -8.317 -0.144
C -0.305 -1.604 -8.568 -0.131
O -0.743 -2.658 -7.732 0.080
C -2.077 -2.465 -7.516 -0.511
O -2.813 -3.277 -6.980 0.124
O -2.481 -1.246 -7.980 0.056
H -1.479 0.098 -9.199 0.139
H -1.034 0.115 -7.474 0.128
H -0.312 -1.949 -9.607 0.141
H 0.710 -1.296 -8.303 0.122
C 0.745 2.590 -8.296 -0.139
C 1.890 3.330 -7.686 -0.135
O 2.425 2.399 -6.764 0.072
C 2.058 1.157 -7.196 -0.507
O 2.488 0.113 -6.735 0.141
O 1.149 1.236 -8.212 0.026
H 0.570 2.878 -9.337 0.141
H -0.184 2.717 -7.731 0.136
H 2.663 3.583 -8.420 0.139
H 1.572 4.242 -7.175 0.141
C 3.720 3.574 9.684 -0.136
C 2.275 3.619 9.305 -0.140
O 1.615 3.724 10.552 0.063
C 2.510 4.260 11.431 -0.516
O 2.227 4.645 12.554 0.131
O 3.763 4.311 10.891 0.062
H 4.364 4.031 8.928 0.138
H 4.069 2.554 9.880 0.139
H 2.029 4.498 8.699 0.139
H 1.957 2.719 8.771 0.116
```

Summary:
SMILES   COCCC[C@]1(O)OS(=O)(=O)O[C@H]1CCC(=O)O.O=C1OCCO1.O=C1OCCO1.O=C1OCCO1.O=C1OCCO1.O=C1OCCO1
E_tot   -3064.59502 Eh
Net charge   0
HOMO-LUMO gap   9.74 eV



[2]
Density functional theory data (the ωB97M-V functional and the def2-TZVPD basis) for a cluster of 3 separate species, C24H37BF11N2O8P in total.

Geometry as XYZ:
```
84
Properties=species:S:1:pos:R:3:lowdin_charge:R:1
C 1.199 -5.863 -0.698 -0.086
C 0.638 -5.385 0.661 -0.200
C 0.193 -3.913 0.677 -0.310
C 1.462 -3.117 0.252 -0.110
C 1.618 -1.755 0.905 -0.175
C 2.586 -0.883 0.110 -0.064
C 2.829 0.475 0.762 -0.437
F 4.156 0.750 0.821 0.122
F 2.338 0.552 2.022 0.127
C 2.162 1.611 -0.043 -0.519
F 2.814 1.788 -1.208 0.164
F 2.213 2.775 0.642 0.147
F 0.871 1.334 -0.298 0.169
C -0.309 -3.509 2.069 -0.040
B 0.454 -3.976 3.380 -0.515
O 1.825 -4.190 3.268 0.145
N -0.147 -4.127 4.690 -0.097
C -1.252 -3.218 4.968 -0.076
C -0.467 -5.509 5.050 -0.061
C -1.773 -3.873 1.881 -0.398
O -2.522 -4.595 2.495 0.151
O -2.098 -3.211 0.704 0.010
C -1.107 -3.669 -0.209 -0.421
C -0.973 -2.857 -1.476 -0.106
C -0.803 -1.382 -1.188 -0.384
C -1.662 -0.478 -2.003 0.053
O -1.803 -0.820 -0.496 -0.045
P -1.993 -5.225 -0.909 0.810
N -3.428 -4.870 -1.432 -0.277
H 0.764 -6.824 -0.940 0.070
H 2.266 -6.006 -0.630 0.076
H 0.954 -5.189 -1.504 0.050
H 1.440 -5.510 1.372 0.098
H -0.152 -6.046 1.001 0.092
H 1.543 -3.020 -0.825 0.110
H 2.322 -3.693 0.565 0.125
H 0.674 -1.227 0.997 0.113
H 2.026 -1.847 1.901 0.122
H 2.201 -0.696 -0.885 0.117
H 3.545 -1.386 0.064 0.140
H -0.415 -2.431 2.197 0.154
H 2.082 -5.055 3.592 0.102
H -2.223 -3.573 4.622 0.081
H -1.340 -3.046 6.035 0.088
H -1.055 -2.254 4.509 0.091
H -1.319 -5.911 4.508 0.085
H 0.420 -6.120 4.913 0.082
H -0.673 -5.551 6.115 0.087
H -1.882 -2.891 -2.062 0.107
H -0.099 -3.145 -2.042 0.121
H 0.188 -1.022 -1.005 0.098
H -2.682 -0.747 -2.248 0.118
H -1.657 0.590 -1.844 0.093
H -1.980 -6.253 0.049 0.025
H -1.180 -5.580 -2.006 0.017
H -4.119 -5.402 -0.918 -0.037
C -1.242 5.389 -2.387 -0.060
C -2.237 5.432 -3.527 -0.185
O -1.788 4.662 -4.660 0.039
C -1.907 3.351 -4.557 -0.407
O -2.360 2.744 -3.637 0.168
C -1.396 2.682 -5.843 -0.561
F -0.197 3.156 -6.188 0.170
F -2.240 2.916 -6.851 0.173
F -1.295 1.372 -5.680 0.178
H -0.261 5.723 -2.727 0.083
H -1.573 6.034 -1.575 0.082
H -1.129 4.378 -1.998 0.073
H -2.342 6.450 -3.896 0.126
H -3.224 5.088 -3.219 0.128
C 1.881 5.741 0.427 -0.059
C 2.296 7.052 -0.203 -0.185
O 1.201 7.989 -0.267 0.030
C 0.884 8.593 0.865 -0.410
O 1.413 8.457 1.924 0.178
C -0.286 9.560 0.619 -0.561
F -1.275 8.961 -0.049 0.163
F 0.126 10.606 -0.102 0.171
F -0.772 10.009 1.765 0.181
H 1.028 5.317 -0.105 0.074
H 2.703 5.035 0.397 0.071
H 1.583 5.878 1.465 0.084
H 2.597 6.894 -1.236 0.125
H 3.138 7.505 0.320 0.128
```

Summary:
SMILES   CC[C@]1(CCCC(F)(F)C(F)(F)F)[C@H](B(O)N(C)C)C(=O)O[C@]1(C[C@H]1CO1)[PH2]=N.CCOC(=O)C(F)(F)F.CCOC(=O)C(F)(F)F
E_tot   -3112.84994 Eh
Net charge   0
HOMO-LUMO gap   8.74 eV



[3]
Density functional theory data (the ωB97M-V functional and the def2-TZVPD basis) for a structure of composition C24H37BN6O6SSiW.

Geometry as XYZ:
```
77
Properties=species:S:1:pos:R:3:mulliken_spin:R:1
W 0.697 0.409 -0.401 1.136
O 1.280 -1.236 -4.145 -0.001
C 1.522 -0.956 -2.979 -0.012
N 1.055 0.301 -2.411 0.018
C 0.628 1.300 -3.274 0.023
O 0.902 1.452 -4.441 0.029
C -0.306 2.195 -2.536 0.008
C -1.187 3.007 -3.129 -0.033
C -2.213 3.620 -2.301 0.012
C -2.136 3.544 -0.975 -0.024
C -0.929 2.952 -0.296 0.009
N -0.243 2.000 -1.159 -0.020
C 2.227 -1.715 -2.029 0.032
C 2.981 -2.827 -2.450 -0.010
C 3.873 -3.646 -1.834 0.008
C 4.230 -3.589 -0.440 0.000
C 3.565 -2.962 0.540 0.004
N 2.256 -1.160 -0.670 0.075
H -1.174 3.082 -4.206 0.000
H -3.057 4.109 -2.769 0.000
H -2.900 3.978 -0.349 0.000
H -0.236 3.742 0.012 -0.009
H 2.812 -3.000 -3.510 -0.001
H 4.389 -4.372 -2.447 0.000
H 5.135 -4.115 -0.151 0.000
H 3.969 -2.997 1.545 -0.004
C 0.234 -3.993 -1.317 -0.001
Si 0.774 -3.444 0.371 0.014
C 1.237 -4.904 1.419 0.000
C -0.687 -2.623 1.215 0.058
C 2.251 -2.248 0.414 0.016
H -0.626 -4.653 -1.182 0.000
H 1.025 -4.537 -1.832 0.000
H -0.060 -3.156 -1.953 0.000
H 0.369 -5.552 1.543 0.000
H 1.571 -4.591 2.409 0.000
H 2.040 -5.475 0.954 0.000
H -1.571 -3.209 0.949 -0.001
H -0.868 -1.587 0.905 -0.026
H -0.561 -2.627 2.296 0.001
H 3.154 -0.678 -0.541 -0.006
H 2.128 -1.724 1.360 -0.013
O 1.403 -1.518 3.372 0.313
S 1.623 -0.091 3.112 0.542
N 1.109 0.375 1.626 0.008
C -2.374 3.847 2.267 0.001
C -1.274 2.792 2.173 -0.012
C -1.680 1.620 3.057 0.017
O -1.253 2.171 0.867 0.003
B 1.255 1.712 1.158 -0.145
O 1.169 2.942 1.697 -0.025
C 0.134 3.432 2.570 0.012
C 0.509 3.122 4.013 -0.009
C 0.209 4.951 2.389 0.001
H -3.324 3.393 1.988 0.000
H -2.199 4.715 1.638 0.000
H -2.457 4.200 3.296 0.000
H -2.620 1.223 2.673 0.003
H -1.842 1.941 4.084 0.000
H -0.952 0.811 3.053 -0.019
H 0.527 2.056 4.236 0.002
H -0.207 3.592 4.690 0.001
H 1.493 3.538 4.222 0.000
H -0.016 5.268 1.374 -0.001
H 1.228 5.258 2.614 0.000
H -0.463 5.470 3.069 0.000
C -2.026 -0.947 -3.872 0.007
N -2.769 -1.492 -2.743 0.003
C -2.357 -1.334 -1.472 0.028
N -3.146 -1.862 -0.504 0.000
O -1.323 -0.699 -1.204 -0.012
H -2.701 -0.883 -4.722 0.000
H -1.148 -1.540 -4.123 -0.001
H -1.696 0.059 -3.627 -0.003
H -3.522 -2.136 -2.921 0.000
H -4.020 -2.309 -0.711 0.000
H -2.841 -1.796 0.450 0.001
```

Summary:
Multiplicity   3
E_tot   -2496.32561 Eh
Net charge   0
Expectation value of S²   2.029
HOMO-LUMO gap (spin up / spin down)   4.82 / 4.27 eV
Relative energy (zero: lowest compared OMol25 entry of this formula, charge and spin)   7.105 eV